The following is a DFT calculation (ωB97M-V/def2-TZVPD) of a 2-piece molecular cluster, C27H30F2O overall in a non-equilibrium geometry.

Positions of all 60 atoms, in Å:
C -4.464 -3.312 -0.225
C -3.266 -2.337 -0.230
C -3.357 -1.450 -1.487
C -3.347 -1.450 1.029
C -1.936 -3.100 -0.233
C -0.693 -2.360 -0.239
O -0.695 -1.121 -0.250
C 0.553 -3.094 -0.231
C 1.879 -2.323 -0.222
C 3.080 -3.292 -0.223
C 1.955 -1.443 1.042
C 1.968 -1.427 -1.473
C 0.512 -4.468 -0.222
C -0.686 -5.159 -0.220
C -1.888 -4.474 -0.224
H -4.442 -3.952 0.656
H -5.415 -2.779 -0.224
H -4.446 -3.954 -1.105
H -2.561 -0.706 -1.497
H -3.263 -2.047 -2.394
H -4.310 -0.920 -1.528
H -2.548 -0.709 1.035
H -4.298 -0.917 1.075
H -3.251 -2.048 1.934
H 3.064 -3.931 -1.105
H 4.029 -2.755 -0.220
H 3.063 -3.935 0.656
H 1.161 -0.696 1.045
H 1.848 -2.044 1.944
H 2.910 -0.918 1.097
H 1.168 -0.687 -1.481
H 2.918 -0.892 -1.508
H 1.880 -2.019 -2.384
H 1.427 -5.031 -0.216
H -0.683 -6.237 -0.212
H -2.800 -5.042 -0.218
F -1.971 6.761 0.057
C -1.218 5.927 -0.704
C -1.340 5.941 -2.085
C -0.570 5.101 -2.866
C 0.326 4.248 -2.276
C 0.492 4.206 -0.874
C 1.464 3.313 -0.363
C 1.929 3.032 0.944
C 2.975 2.093 1.073
C 3.508 1.780 2.297
C 3.017 2.381 3.439
C 1.984 3.302 3.361
F 1.517 3.904 4.484
C 1.451 3.618 2.133
C -0.318 5.072 -0.112
H -2.039 6.621 -2.536
H -0.667 5.120 -3.941
H 0.920 3.592 -2.890
H 1.971 2.746 -1.127
H 3.358 1.614 0.188
H 4.315 1.067 2.366
H 3.432 2.151 4.404
H 0.662 4.333 2.132
H -0.265 5.104 0.952

Summary:
Electronic energy (eV): -35964.7600
HOMO-LUMO gap (eV): 2.074
Molar mass (g mol⁻¹): 408.53

=====

The following is a DFT calculation (ωB97M-V/def2-TZVPD) of C23H62LiN11O18 as an isolated structure in a non-equilibrium geometry.

Positions of all 115 atoms, in Å:
Li -3.245 -1.794 -2.561
C -1.339 0.273 0.563
C -0.873 1.568 0.475
C -0.578 2.232 -0.815
O -0.032 3.413 -0.956
C -1.089 1.725 -1.959
C -1.796 0.487 -1.997
C -1.920 -0.346 -0.596
O -2.541 -1.400 -0.689
O -2.261 0.057 -3.023
O -0.469 2.105 1.613
H -1.504 -0.088 1.567
H -0.976 2.211 -2.916
C -5.969 -3.518 -3.877
C -6.030 -2.445 -2.709
C -5.584 -3.162 -1.428
O -5.247 -1.373 -3.126
H -6.644 -4.328 -3.602
H -4.947 -3.879 -3.983
H -6.345 -3.260 -4.867
H -6.994 -1.940 -2.652
H -4.497 -3.226 -1.373
H -6.087 -4.092 -1.162
H -5.902 -2.452 -0.664
C 0.386 2.074 -6.172
O 0.575 2.981 -5.382
N -0.324 0.996 -5.927
N 0.706 2.173 -7.465
H -0.249 0.307 -6.661
H -0.753 0.836 -5.026
H 1.044 3.056 -7.822
H 0.617 1.359 -8.056
C 2.929 2.668 3.051
O 2.243 3.680 3.133
N 2.704 1.549 2.444
N 4.038 2.466 3.699
H 1.912 1.550 1.816
H 3.195 0.681 2.599
H 4.541 3.156 4.239
H 4.355 1.515 3.821
C -1.028 -4.529 -0.716
O -0.996 -5.487 -1.510
N -1.849 -4.375 0.293
N -0.179 -3.539 -0.732
H -1.815 -3.474 0.749
H -2.474 -5.164 0.370
H 0.625 -3.622 -1.337
H -0.375 -2.738 -0.149
C -1.650 0.746 4.950
O -2.113 0.569 6.058
N -0.546 1.356 4.621
N -2.288 0.525 3.776
H 0.283 1.246 5.188
H -0.436 1.441 3.621
H -3.168 0.030 3.810
H -1.799 0.634 2.899
C 2.547 0.483 -2.812
O 3.511 -0.233 -3.090
N 1.318 0.035 -2.704
N 2.584 1.793 -2.627
H 1.206 -0.969 -2.717
H 0.582 0.662 -2.414
H 3.424 2.331 -2.787
H 1.707 2.271 -2.475
C 2.073 -0.860 4.509
C 2.529 -1.678 3.234
C 1.540 -1.406 2.088
C 1.918 -1.858 0.675
C 3.264 -1.166 0.326
C 4.367 -1.470 1.425
N 3.889 -1.167 2.809
O 4.854 -1.385 3.743
C 4.945 -2.909 1.194
C 5.525 -0.477 1.147
C 2.391 -3.189 3.603
H 2.679 -1.179 5.357
H 1.014 -1.078 4.647
H 2.124 0.211 4.312
H 0.632 -1.996 2.211
H 1.340 -0.334 2.095
H 1.130 -1.450 0.042
H 1.950 -2.944 0.581
H 3.026 -0.104 0.379
H 3.528 -1.490 -0.681
H 5.651 -2.778 0.374
H 5.493 -3.208 2.087
H 4.188 -3.661 0.971
H 5.293 0.499 1.575
H 6.455 -0.753 1.645
H 5.706 -0.235 0.100
H 1.591 -3.522 4.264
H 3.298 -3.539 4.097
H 2.277 -3.778 2.694
H 4.955 -2.338 3.689
O -0.310 5.183 -3.387
H -0.279 4.229 -3.308
H -1.128 5.433 -2.959
O -3.101 3.921 0.502
H -3.454 3.041 0.367
H -2.204 3.777 0.801
O 1.133 5.896 -0.063
H 0.710 5.663 0.763
H 0.981 5.142 -0.632
O -3.233 2.951 -4.277
H -3.040 3.386 -3.447
H -3.185 2.016 -4.075
O -0.238 5.324 2.361
H 0.326 5.298 3.134
H -0.334 4.407 2.103
O -3.882 -2.240 1.597
H -3.522 -2.149 0.715
H -3.192 -1.911 2.173
O -4.515 1.702 0.047
H -4.253 0.837 -0.268
H -5.025 1.525 0.838

Summary:
Electronic energy (eV): -78313.2226
Charge: -2
HOMO-LUMO gap (eV): 6.034
Molar mass (g mol⁻¹): 787.75

=====

The following is a DFT calculation (ωB97M-V/def2-TZVPD) of a 7-piece molecular cluster, C23H55BrNO19PS overall in a non-equilibrium geometry.

Positions of all 101 atoms, in Å:
C 1.165 1.179 0.111
O 0.030 0.390 -0.157
C 0.267 -0.480 -1.251
C -0.348 0.058 -2.545
C -1.878 -0.188 -2.591
C -2.773 1.096 -2.564
N -3.610 1.199 -1.383
C -4.638 0.176 -1.368
C -4.706 -0.606 -0.028
C -3.350 -0.807 0.639
Br -3.601 -0.887 2.605
C -4.193 2.527 -1.199
C -5.066 3.026 -2.403
O -5.401 2.233 -3.324
O -5.380 4.216 -2.352
C -5.112 2.519 0.097
O -6.348 2.582 -0.025
O -4.505 2.449 1.183
P -2.944 3.867 -0.868
O -2.387 4.479 -2.255
O -3.722 5.090 -0.212
S -1.497 3.374 0.344
H 2.041 0.558 0.346
H 0.918 1.763 0.994
H 1.353 1.863 -0.722
H -0.190 -1.434 -0.977
H 1.343 -0.677 -1.366
H 0.098 -0.563 -3.329
H -0.063 1.088 -2.757
H -2.095 -0.717 -3.521
H -2.129 -0.878 -1.787
H -2.109 1.948 -2.692
H -3.386 1.032 -3.470
H -5.632 0.579 -1.563
H -4.482 -0.561 -2.158
H -5.443 -0.193 0.653
H -5.087 -1.605 -0.278
H -2.659 0.015 0.482
H -2.907 -1.753 0.339
H -1.431 4.364 -2.173
H -3.977 4.839 0.692
C -4.200 6.329 3.141
C -3.934 6.355 4.633
O -2.849 5.482 4.958
O -4.493 5.020 2.701
H -5.048 6.969 2.888
H -3.310 6.680 2.596
H -4.801 5.986 5.181
H -3.700 7.372 4.973
H -2.046 5.872 4.601
H -3.924 4.417 3.196
C 3.098 -2.603 -5.427
C 1.675 -3.095 -5.282
O 0.869 -2.027 -4.793
O 3.542 -2.126 -4.167
H 3.766 -3.401 -5.757
H 3.149 -1.776 -6.148
H 1.625 -3.888 -4.539
H 1.272 -3.464 -6.232
H 0.776 -1.371 -5.492
H 2.773 -1.695 -3.768
C 6.391 -1.178 -1.426
C 5.929 0.135 -2.021
O 4.523 0.096 -2.255
O 6.072 -2.262 -2.296
H 7.472 -1.176 -1.266
H 5.889 -1.350 -0.475
H 6.404 0.301 -2.989
H 6.164 0.972 -1.356
H 4.084 0.102 -1.396
H 5.213 -2.037 -2.680
C 2.088 -5.599 -2.255
C 2.892 -5.291 -1.009
O 2.059 -5.407 0.146
O 0.978 -4.722 -2.358
H 2.700 -5.481 -3.151
H 1.706 -6.629 -2.215
H 3.249 -4.262 -1.035
H 3.749 -5.966 -0.915
H 1.854 -6.338 0.269
H 0.655 -4.588 -1.458
C 5.891 1.402 1.745
C 5.933 1.376 3.257
O 7.039 0.578 3.697
O 5.784 0.080 1.232
H 5.037 1.976 1.388
H 6.814 1.849 1.348
H 5.034 0.908 3.653
H 6.023 2.386 3.668
H 7.846 1.056 3.484
H 6.326 -0.474 1.807
C -1.744 -4.095 6.327
C -1.629 -2.592 6.474
O -2.884 -1.986 6.185
O -2.163 -4.433 5.016
H -0.785 -4.583 6.512
H -2.488 -4.485 7.038
H -0.916 -2.194 5.753
H -1.309 -2.315 7.485
H -3.489 -2.209 6.899
H -2.799 -3.755 4.745

Summary:
Electronic energy (eV): -155301.3882
Charge: -2
HOMO-LUMO gap (eV): 3.998
Molar mass (g mol⁻¹): 792.63
Energy relative to the best compared isomer or geometry (same formula, charge and spin) (kJ/mol): 66.1

=====

The following is a DFT calculation (ωB97M-V/def2-TZVPD) of C27H26F5IrN6O7S2Se as an isolated structure in a non-equilibrium geometry.

Positions of all 75 atoms, in Å:
Ir 1.418 -0.574 -0.034
C 1.572 0.970 2.732
O 2.117 -0.099 1.938
C 3.542 -0.242 2.095
C 3.930 -1.619 1.619
O 3.644 -1.791 0.235
C 4.751 -1.435 -0.610
H 1.913 0.842 3.759
H 0.495 0.871 2.681
H 1.899 1.937 2.345
H 3.790 -0.145 3.154
H 4.045 0.553 1.537
H 3.344 -2.360 2.163
H 4.989 -1.799 1.819
H 5.592 -2.097 -0.397
H 5.045 -0.395 -0.462
H 4.425 -1.567 -1.637
N -7.300 -0.682 2.737
C -6.113 -0.677 2.076
C -5.467 -1.882 1.754
C -4.264 -1.880 1.090
C -3.662 -0.672 0.741
C -4.304 0.532 1.033
C -5.508 0.532 1.699
S -2.203 -0.618 -0.210
O -2.250 -1.642 -1.236
O -2.035 0.746 -0.656
N -0.825 -0.946 0.656
C -0.560 -2.235 0.984
N -1.443 -3.147 1.382
C -0.973 -4.359 1.631
C 0.369 -4.710 1.485
C 1.221 -3.715 1.068
N 0.759 -2.486 0.831
H -7.779 -1.543 2.925
H -7.798 0.173 2.902
H -5.933 -2.823 2.021
H -3.786 -2.812 0.833
H -3.867 1.464 0.708
H -6.002 1.469 1.921
H -1.700 -5.093 1.959
H 0.721 -5.712 1.676
H 2.278 -3.882 0.899
N 3.090 1.319 -1.914
C 2.520 0.605 -1.193
H 3.559 2.286 -3.683
N 0.683 -1.448 -1.797
C 1.024 -0.804 -3.038
C 2.130 -1.245 -3.739
C 2.651 -0.445 -4.736
C 2.052 0.778 -5.003
C 0.858 1.132 -4.395
C 0.322 0.325 -3.412
S 3.039 2.041 -5.769
O 3.980 1.419 -6.641
O 2.170 3.059 -6.262
O 3.825 2.588 -4.530
H 1.049 -2.397 -1.804
H -0.341 -1.498 -1.695
H 2.622 -2.172 -3.465
H 3.550 -0.722 -5.271
H 0.381 2.063 -4.673
H -0.580 0.612 -2.882
F -2.920 5.697 3.207
C -2.184 4.882 2.475
C -1.404 5.385 1.445
F -1.397 6.686 1.194
C -0.642 4.518 0.686
F 0.089 5.025 -0.301
C -0.629 3.140 0.924
Se 0.380 2.113 -0.306
C -1.410 2.672 1.977
F -1.436 1.378 2.286
C -2.186 3.520 2.741
F -2.935 3.040 3.728

Summary:
Electronic energy (eV): -155126.3683
2S+1: 2
Charge: +1
HOMO-LUMO gap (alpha / beta) (eV): 4.823 / 4.851
Molar mass (g mol⁻¹): 976.84
⟨S²⟩: 1.0224
Energy relative to the best compared isomer or geometry (same formula, charge and spin) (kJ/mol): 270.3

=====

The following is a DFT calculation (ωB97M-V/def2-TZVPD) of one molecule with the formula BrH3Si in a non-equilibrium geometry.

Positions of all 5 atoms, in Å:
Si 0.015 0.307 0.131
Br -0.853 -2.068 -0.311
H 0.791 -0.014 -1.003
H -0.932 1.383 0.041
H 0.979 0.392 1.142

Summary:
Electronic energy (eV): -77968.2052
HOMO-LUMO gap (eV): 9.562
Molar mass (g mol⁻¹): 111.01
Energy relative to the best compared isomer or geometry (same formula, charge and spin) (kJ/mol): 87.8

=====

The following is a DFT calculation (ωB97M-V/def2-TZVPD) of a 11-piece molecular cluster, C30H76Cl6O24S8 overall in a non-equilibrium geometry.

Positions of all 144 atoms, in Å:
C 2.195 7.268 0.546
C 1.221 7.572 1.694
O 1.204 6.519 2.679
S 0.275 5.192 2.381
C 0.697 4.434 3.951
O -1.138 5.492 2.344
O 0.830 4.546 1.193
H 3.116 6.867 1.042
H 2.452 8.185 0.016
H 1.701 6.633 -0.219
H 1.624 8.414 2.230
H 0.205 7.758 1.322
H -0.095 4.677 4.617
H 1.625 4.864 4.334
H 0.723 3.330 3.847
C 2.231 -0.601 -5.534
C 3.534 -1.200 -6.068
O 4.642 -1.111 -5.061
S 5.553 0.243 -4.979
C 5.837 0.569 -6.748
O 4.765 1.337 -4.528
O 6.716 -0.119 -4.192
H 2.132 0.469 -5.481
H 1.994 -0.976 -4.530
H 1.425 -0.996 -6.158
H 3.339 -2.261 -6.268
H 3.852 -0.719 -7.000
H 6.628 1.303 -6.713
H 4.923 0.869 -7.210
H 6.252 -0.269 -7.264
C -2.075 2.858 0.524
C -3.048 1.704 0.919
O -4.456 2.140 0.396
S -5.564 1.969 1.510
C -5.514 3.564 2.312
O -6.814 1.937 0.827
O -5.242 0.878 2.371
H -1.108 2.601 0.921
H -2.318 3.771 1.060
H -2.078 3.145 -0.538
H -2.916 0.841 0.288
H -3.117 1.483 1.999
H -4.437 3.904 2.561
H -6.099 3.409 3.174
H -5.846 4.356 1.600
C -2.249 -0.250 7.018
C -2.728 -0.684 5.655
O -1.655 -0.677 4.665
S -1.000 0.658 4.037
C -0.501 -0.112 2.591
O -2.085 1.598 3.929
O 0.164 1.103 4.733
H -2.971 -0.429 7.839
H -1.863 0.781 6.985
H -1.417 -0.849 7.403
H -3.082 -1.725 5.646
H -3.579 -0.082 5.291
H -1.339 -0.376 1.910
H 0.090 -0.993 2.839
H 0.048 0.685 1.993
C 0.131 -5.647 -2.548
C 0.034 -4.189 -2.526
O 0.330 -3.672 -3.807
S -0.941 -3.459 -4.772
C -1.846 -2.161 -3.941
O -0.400 -3.080 -6.050
O -1.740 -4.634 -4.649
H -0.618 -6.018 -3.274
H -0.188 -6.142 -1.589
H 1.151 -5.960 -2.844
H -1.010 -4.017 -2.182
H 0.711 -3.675 -1.926
H -2.674 -1.845 -4.576
H -1.173 -1.455 -3.429
H -2.373 -2.659 -3.094
C 4.964 2.520 -0.763
C 5.145 1.139 -1.199
O 6.209 0.590 -0.286
S 6.546 -0.900 -0.075
C 8.005 -0.968 -0.991
O 6.872 -1.026 1.334
O 5.550 -1.757 -0.606
H 4.169 2.902 -1.448
H 5.898 3.068 -0.888
H 4.639 2.599 0.287
H 4.279 0.506 -1.175
H 5.526 1.060 -2.204
H 8.628 -0.149 -0.669
H 7.696 -0.753 -2.016
H 8.475 -1.922 -0.845
C -5.686 -2.256 -1.176
C -5.177 -0.803 -0.894
O -4.187 -0.365 -1.935
S -4.728 0.278 -3.227
C -5.706 1.665 -2.741
O -3.576 0.726 -4.000
O -5.681 -0.717 -3.683
H -4.859 -2.952 -1.200
H -6.131 -2.172 -2.203
H -6.460 -2.572 -0.477
H -5.946 -0.086 -0.875
H -4.664 -0.776 0.094
H -6.529 1.696 -3.480
H -5.082 2.549 -2.692
H -6.080 1.555 -1.690
C -6.230 -2.770 2.912
C -5.367 -3.995 3.020
O -4.622 -4.169 1.821
S -3.165 -3.436 1.760
C -2.103 -4.614 0.934
O -3.183 -2.326 0.902
O -2.708 -3.264 3.127
H -6.719 -2.612 3.924
H -7.028 -2.925 2.159
H -5.695 -1.865 2.677
H -4.672 -3.762 3.869
H -5.864 -4.932 3.255
H -1.181 -4.077 0.814
H -2.637 -4.877 -0.018
H -2.059 -5.526 1.522
Cl 2.893 -5.587 -0.016
C 3.543 -4.209 0.984
C 2.415 -3.866 1.893
Cl 1.102 -2.932 0.993
H 4.025 -3.392 0.388
H 4.308 -4.652 1.628
H 2.780 -3.169 2.603
H 1.972 -4.695 2.396
Cl -0.812 1.521 -2.631
C 0.590 2.246 -1.929
C 1.293 1.285 -1.008
Cl 1.835 -0.276 -1.854
H 0.255 3.083 -1.307
H 1.275 2.568 -2.760
H 0.689 0.954 -0.139
H 2.225 1.620 -0.656
Cl 3.912 2.590 3.674
C 4.956 1.180 3.253
C 4.140 -0.112 3.122
Cl 3.217 -0.065 1.512
H 5.666 1.168 4.110
H 5.507 1.421 2.315
H 3.444 -0.157 3.919
H 4.843 -0.933 3.062

Summary:
Electronic energy (eV): -243294.6568
HOMO-LUMO gap (eV): 10.786
Molar mass (g mol⁻¹): 1290.17
Energy relative to the best compared isomer or geometry (same formula, charge and spin) (kJ/mol): 0.0

=====

Which value of molar mass does entry 1 give? 408.53 g mol⁻¹

=====

Which formula does entry 4 have? C27H26F5IrN6O7S2Se